1.
Formula: C4H6IN2
Source: OMol25
Level of theory: ωB97M-V with the def2-TZVPD basis set

Output
- relative energy (zero: lowest compared OMol25 entry of this formula, charge and spin) (kcal/mol) = 104.7
- M (g/mol) = 209.01
- E_HOMO (Ha) = -0.50057
- total charge = +1
- SMILES = C=[N+](C)[C@]1(I)C=N1
- energy (hartree) = -562.8033
- F_max (eV/Å) = 3.74
- gap between HOMO and LUMO (eV) = 8.356

Atoms and positions in Å:
C1 -0.895755 1.341602 -0.715185
N1 -0.515586 0.281026 -0.160178
C2 0.847673 -0.080866 -0.045860
C3 -1.534691 -0.589308 0.412076
I1 -3.479684 0.206747 0.850563
C4 -1.418035 -2.096222 0.482744
N2 -1.582241 -1.943305 -0.739327
H1 -0.235723 2.142495 -0.961121
H2 -1.870291 1.883849 -0.744404
H3 1.418308 0.317918 -0.899029
H4 0.793417 -1.233262 0.081574
H5 1.146448 0.377968 0.838232
H6 -1.328199 -2.773762 1.331149

Forces on atoms 1 to 2 (eV/Å):
C -0.9 3.6 0.1
N -3.1 -0.2 0.0

***

2.
Formula: C3H11N3O
Source: OMol25
Level of theory: ωB97M-V with the def2-TZVPD basis set

Output
- relative energy (zero: lowest compared OMol25 entry of this formula, charge and spin) (kcal/mol) = 73.8
- M (g/mol) = 105.14
- E_HOMO (Ha) = -0.32698
- SMILES = C[C@H](O)CN.[H]/N=N/[H]
- energy (hartree) = -360.3198
- F_max (eV/Å) = 2.79
- gap between HOMO and LUMO (eV) = 8.589

Atoms and positions in Å:
C1 -0.589381 1.336699 -1.137710
C2 -0.927341 -0.125653 -0.876323
O1 -1.810267 -0.310232 0.166752
C3 0.472266 -1.016202 -0.763491
N1 1.648637 -0.280446 -0.367195
H1 -0.035927 1.758510 -0.301579
H2 -1.506807 1.904405 -1.291330
H3 0.032336 1.421705 -2.025438
H4 -1.425884 -0.559013 -1.754044
H5 -1.389047 -0.062342 1.089597
H6 0.253685 -1.910430 -0.165315
H7 0.629425 -1.330795 -1.801922
H8 2.488697 -0.695233 -0.752998
H9 1.757674 -0.237046 0.639833
H10 0.684196 1.181933 1.875242
N2 0.696795 0.215380 2.242506
N3 -0.483535 -0.160736 2.440077
H11 -0.495523 -1.130504 2.783339

Forces on atoms 1 to 2 (eV/Å):
C -0.3 -0.3 -0.1
C 2.2 -0.8 -0.6

***

3.
Formula: C28H79N5O9
Source: OMol25
Level of theory: ωB97M-V with the def2-TZVPD basis set

Output
- relative energy (zero: lowest compared OMol25 entry of this formula, charge and spin) (kcal/mol) = 28.5
- M (g/mol) = 629.97
- E_HOMO (Ha) = -0.32859
- SMILES = COC[C@H](C)N.COC[C@H](C)N.COC[C@H](C)N.COC[C@H](C)N.COC[C@H](C)N.CCO.CCO.CCO.CCO
- energy (hartree) = -2064.9986
- F_max (eV/Å) = 2.15
- gap between HOMO and LUMO (eV) = 9.412

Atoms and positions in Å:
C1 -3.576100 9.138602 -8.710324
O1 -3.978034 9.112154 -10.070370
C2 -4.805820 8.055840 -10.438673
C3 -5.149558 8.158586 -11.923361
C4 -6.302007 9.093761 -12.202448
N1 -5.376239 6.848839 -12.561889
H1 -3.059135 10.065398 -8.499624
H2 -2.922284 8.262636 -8.576197
H3 -4.420721 8.909725 -8.051124
H4 -4.270759 7.104999 -10.263209
H5 -5.705194 7.931056 -9.816772
H6 -4.268401 8.561745 -12.443168
H7 -6.376570 9.196297 -13.289346
H8 -6.199190 10.087064 -11.770525
H9 -7.252209 8.667262 -11.871909
H10 -4.511609 6.319942 -12.458889
H11 -5.396435 7.050863 -13.559541
C5 -6.885574 3.282855 -7.202488
O2 -8.089225 3.370568 -7.951668
C6 -8.050555 4.392009 -8.920057
C7 -8.295765 5.793853 -8.379979
C8 -9.494990 5.881508 -7.420426
N2 -8.497032 6.758909 -9.498148
H12 -6.755747 2.242970 -6.908924
H13 -6.961154 3.898517 -6.300153
H14 -5.998515 3.620927 -7.744296
H15 -7.110200 4.406847 -9.487678
H16 -8.819457 4.153285 -9.664607
H17 -7.369194 6.077333 -7.868730
H18 -10.306706 5.290749 -7.844722
H19 -9.759251 6.902699 -7.163385
H20 -9.207119 5.422217 -6.471920
H21 -7.635126 6.681239 -10.044960
H22 -9.196796 6.361045 -10.123996
C9 -11.519129 11.865469 -7.757168
O3 -12.268377 11.921604 -8.959775
C10 -12.515002 10.645551 -9.508816
C11 -13.086017 10.803237 -10.904001
C12 -14.350299 11.692086 -10.935745
N3 -13.346690 9.481781 -11.505552
H23 -11.076620 12.855810 -7.682255
H24 -10.788504 11.052485 -7.754946
H25 -12.187667 11.723112 -6.899692
H26 -11.595968 10.052438 -9.587325
H27 -13.190815 10.091635 -8.842252
H28 -12.300708 11.241437 -11.523897
H29 -14.707250 11.842434 -11.955221
H30 -14.117318 12.655817 -10.483416
H31 -15.164866 11.212444 -10.388828
H32 -13.811637 9.645332 -12.396207
H33 -14.110097 9.054849 -10.977510
C13 -6.129338 8.071517 -4.745263
O4 -4.753805 8.343911 -4.700710
C14 -4.524927 9.671894 -5.128913
C15 -3.031115 9.899249 -5.257734
C16 -2.410174 10.084733 -3.845918
N4 -2.733549 11.113022 -6.031462
H34 -6.746078 8.722922 -4.117386
H35 -6.340933 7.049860 -4.425483
H36 -6.514480 8.149000 -5.772269
H37 -4.957535 9.781991 -6.132883
H38 -4.968950 10.405068 -4.447689
H39 -2.543193 8.997894 -5.639060
H40 -2.412544 9.179251 -3.234577
H41 -3.035965 10.835300 -3.352914
H42 -1.379737 10.443361 -3.846978
H43 -3.318701 11.843146 -5.615518
H44 -1.764299 11.350766 -5.869383
C17 -9.850599 10.142971 -13.463018
O5 -9.491812 11.431961 -13.910012
C18 -8.259905 11.403412 -14.613311
C19 -7.815726 12.774803 -15.088385
C20 -8.746088 13.284570 -16.195051
N5 -6.457662 12.629062 -15.626074
H45 -9.854340 9.470115 -14.328780
H46 -10.828149 10.168533 -12.989000
H47 -9.106513 9.776536 -12.745520
H48 -7.542708 11.010493 -13.882824
H49 -8.321283 10.745776 -15.487582
H50 -7.800174 13.494849 -14.260740
H51 -8.320599 14.168193 -16.668433
H52 -9.755168 13.484449 -15.836303
H53 -8.878478 12.464216 -16.904902
H54 -5.797631 12.562456 -14.855859
H55 -6.236237 13.521868 -16.061058
C21 -8.824552 13.856054 -9.152202
C22 -7.735997 14.906557 -9.173425
O6 -7.697287 15.512806 -7.868235
H56 -8.593536 13.132130 -8.371145
H57 -8.956877 13.305018 -10.086437
H58 -9.836479 14.246207 -9.036816
H59 -8.009484 15.696450 -9.884651
H60 -6.716631 14.576354 -9.390051
H61 -6.821807 15.880691 -7.732353
C23 -8.137506 10.577570 -9.579976
C24 -7.605203 10.016333 -8.265340
O7 -8.491526 9.032929 -7.782890
H62 -8.266420 9.722688 -10.252433
H63 -7.446550 11.230943 -10.113387
H64 -9.144018 10.989397 -9.511649
H65 -7.450177 10.809928 -7.533636
H66 -6.623408 9.586067 -8.502676
H67 -8.504017 8.282998 -8.425629
C25 -10.130646 10.645706 -3.516557
C26 -9.207758 10.429574 -4.687332
O8 -9.214024 9.061555 -5.040548
H68 -10.195795 11.695242 -3.214681
H69 -9.829485 10.079519 -2.634765
H70 -11.158609 10.373898 -3.771992
H71 -8.213098 10.756926 -4.343995
H72 -9.543554 11.015210 -5.551501
H73 -9.006491 9.003720 -5.986972
C27 -6.499955 12.992652 -6.034502
C28 -5.164802 13.704134 -5.838084
O9 -4.409120 13.125063 -4.755909
H74 -6.767588 13.002307 -7.092663
H75 -7.278486 13.515246 -5.478640
H76 -6.441531 11.943013 -5.753853
H77 -5.288732 14.785119 -5.757068
H78 -4.539282 13.520982 -6.718746
H79 -4.509049 13.731737 -4.014100

Forces on atoms 1 to 2 (eV/Å):
C -0.1 -1.7 -0.5
O -0.5 1.2 -0.2